{"formula": "C2HO3Sc", "method": "wB97M-V/def2-TZVPD", "max_force_ha_per_bohr": 0.0863, "homo_energy_ev": [-31.406, -29.855], "lumo_ha": [-0.876, -0.876], "de_lowest_kcal_mol": 83.4, "total_charge": 4, "species": ["O", "H", "O", "C", "C", "O", "Sc"], "xyz": [[1.58006, 0.92071, 0.56233], [2.55696, 0.85913, 0.33546], [-0.48115, -0.31028, -0.56873], [0.20029, 0.06869, 0.36270], [0.88298, 0.34604, 1.54029], [-1.78600, -0.55398, -0.31878], [-2.95315, -1.33029, -1.91327]], "nbo_charge": [-0.392, 0.688, -0.084, 0.758, 0.813, -0.430, 2.647]}

=====

{"formula": "C5H11NO", "method": "wB97M-V/def2-TZVPD", "max_force_ha_per_bohr": 0.0270, "homo_energy_ev": -7.900, "lumo_ha": 0.030, "de_lowest_kcal_mol": 112.5, "total_charge": 0, "species": ["C", "C", "C", "C", "N", "C", "O", "H", "H", "H", "H", "H", "H", "H", "H", "H", "H", "H"], "xyz": [[-0.43758, -0.60855, -0.61338], [-0.55012, -2.03895, -0.15420], [0.57592, 1.63658, -0.89238], [0.66218, 0.22552, -0.35329], [0.58024, 0.91795, 1.80525], [1.14202, 0.05558, 0.97246], [-1.19042, -0.43900, -1.74269], [-1.06286, 0.44972, -2.09503], [-1.32093, 0.29007, 0.72246], [0.78651, 0.78706, 2.79020], [-0.63615, 0.81697, 1.48842], [1.53449, -0.90076, 1.31938], [0.13432, -2.67223, -0.72365], [-0.32952, -2.14832, 0.90489], [-1.56306, -2.39024, -0.33963], [1.32649, 2.26899, -0.42243], [-0.39951, 2.10371, -0.69270], [0.74800, 1.64587, -1.97369]], "nbo_charge": [0.410, -0.670, -0.654, -0.222, -0.735, 0.117, -0.688, 0.486, -0.174, 0.375, 0.241, 0.168, 0.229, 0.223, 0.236, 0.238, 0.211, 0.207]}

=====

{"formula": "CH4O3", "method": "wB97M-V/def2-TZVPD", "max_force_ha_per_bohr": 0.0594, "homo_energy_ev": -10.421, "lumo_ha": 0.021, "de_lowest_kcal_mol": 12.2, "smiles": "O=CO.O", "total_charge": 0, "species": ["H", "O", "O", "H", "H", "C", "H", "O"], "xyz": [[0.19522, 0.83239, 0.09787], [-1.04637, 1.24751, 0.35628], [1.19206, 0.33768, -0.14843], [-1.32717, 0.84755, -0.49022], [-1.44511, 0.57830, 0.93971], [0.91541, -0.96061, -0.20926], [1.76038, -1.56751, -0.49860], [-0.24443, -1.31531, -0.04733]], "nbo_charge": [0.486, -0.864, -0.720, 0.502, 0.510, 0.643, 0.123, -0.680]}

=====

{"formula": "C27H28F6N3Pd", "method": "wB97M-V/def2-TZVPD", "max_force_ha_per_bohr": 0.0127, "homo_energy_ev": [-16.385, -18.182], "lumo_ha": [-0.383, -0.456], "spin_multiplicity": 5, "de_lowest_kcal_mol": 0.7, "total_charge": 3, "species": ["Pd", "C", "C", "C", "C", "C", "C", "C", "C", "N", "C", "C", "C", "C", "N", "C", "C", "C", "C", "C", "C", "C", "C", "H", "H", "H", "H", "H", "H", "H", "H", "H", "H", "H", "H", "H", "H", "H", "H", "H", "H", "H", "H", "H", "H", "H", "H", "F", "C", "F", "F", "C", "C", "C", "N", "C", "C", "H", "H", "H", "H", "F", "C", "F", "F"], "xyz": [[0.52493, 0.40992, 0.05257], [0.75578, -2.70502, -2.07575], [0.01751, -3.28063, -0.90830], [0.12451, -4.66953, -0.61670], [-0.56892, -5.29080, 0.45591], [-1.39474, -4.54370, 1.22462], [-1.53190, -3.14081, 0.98184], [-2.38039, -2.36670, 1.90250], [-0.81459, -2.52380, -0.12390], [-0.94310, -1.13548, -0.35703], [-2.06567, -0.63115, -0.87460], [-3.15750, -1.48641, -1.44057], [-2.18640, 0.78353, -0.93973], [-3.29371, 1.40940, -1.71550], [-1.14811, 1.52501, -0.42693], [-1.26317, 2.85862, -0.12171], [-0.16250, 3.71240, -0.46616], [1.08735, 3.14865, -1.06960], [-0.31869, 5.06021, -0.30243], [-1.50142, 5.59783, 0.26273], [-2.52757, 4.76844, 0.70042], [-2.42739, 3.39941, 0.57379], [-3.44826, 2.54297, 1.24764], [1.04828, -3.49070, -2.77014], [1.66941, -2.20219, -1.75152], [0.13885, -1.98798, -2.61735], [0.74026, -5.29823, -1.25067], [-0.43553, -6.34999, 0.63011], [-1.94991, -4.99915, 2.03496], [-1.91957, -2.39218, 2.89978], [-3.34830, -2.86541, 2.01495], [-2.52563, -1.33012, 1.61814], [-2.96330, -2.54987, -1.32423], [-3.25434, -1.29841, -2.51327], [-4.12328, -1.25634, -0.99010], [-3.13887, 1.21309, -2.78239], [-3.33313, 2.48940, -1.60053], [-4.26273, 0.98589, -1.45442], [0.86595, 2.46988, -1.89712], [1.69299, 2.62037, -0.31624], [1.72010, 3.94594, -1.45457], [0.45939, 5.74047, -0.62426], [-1.58587, 6.67021, 0.38665], [-3.38746, 5.20193, 1.19437], [-3.34578, 2.66850, 2.32904], [-3.35482, 1.48228, 1.03467], [-4.45384, 2.87317, 0.98405], [7.01038, -1.88393, -0.70284], [6.77146, -0.86927, 0.12994], [7.37353, 0.22100, -0.34130], [7.26948, -1.16229, 1.32459], [5.26989, -0.62823, 0.20549], [4.58108, -0.73442, 1.39952], [3.21551, -0.51231, 1.40425], [2.53656, -0.20293, 0.29115], [3.21982, -0.09236, -0.86684], [4.57754, -0.29580, -0.95421], [5.09009, -0.98187, 2.32037], [2.66155, -0.58478, 2.32584], [2.64801, 0.17115, -1.75157], [5.08450, -0.19430, -1.90443], [0.91374, 1.42662, 2.52924], [0.14792, 0.47931, 2.02898], [0.42627, -0.69346, 2.57183], [-1.12623, 0.75494, 2.24696]], "nbo_charge": [1.022, -0.658, 0.002, 0.064, -0.184, -0.142, 0.216, -0.693, 0.185, -0.562, 0.222, -0.690, 0.280, -0.694, -0.638, 0.407, -0.055, -0.654, -0.139, 0.015, -0.225, 0.050, -0.668, 0.266, 0.241, 0.242, 0.252, 0.277, 0.266, 0.295, 0.290, 0.234, 0.241, 0.272, 0.264, 0.277, 0.249, 0.267, 0.229, 0.213, 0.278, 0.258, 0.262, 0.264, 0.277, 0.217, 0.272, -0.294, 0.966, -0.290, -0.290, -0.012, -0.194, 0.063, -0.534, 0.025, -0.191, 0.281, 0.231, 0.212, 0.276, -0.278, 0.961, -0.296, -0.297]}

=====

{"formula": "C3H3N3O", "method": "wB97M-V/def2-TZVPD", "max_force_ha_per_bohr": 0.1140, "homo_energy_ev": -9.831, "lumo_ha": -0.055, "de_lowest_kcal_mol": 73.9, "smiles": "O/C=C1\\N=CN=N1", "total_charge": 0, "species": ["C", "C", "C", "H", "H", "H", "N", "N", "N", "O"], "xyz": [[1.51932, -0.75151, 0.01990], [0.12538, -0.51723, 0.15414], [-1.60095, 0.81394, -0.10355], [1.68535, 1.10378, 0.12826], [1.85047, -1.68767, -0.19657], [-2.56326, 1.61402, -0.08850], [-0.23191, 0.86731, 0.19513], [-2.02277, -0.49841, -0.07091], [-1.01082, -1.28406, 0.05717], [2.24920, 0.33981, -0.09506]], "nbo_charge": [0.371, 0.061, 0.142, 0.535, 0.203, 0.237, -0.527, -0.255, -0.177, -0.592]}

=====

{"formula": "C4H5NO", "method": "wB97M-V/def2-TZVPD", "max_force_ha_per_bohr": 0.0174, "homo_energy_ev": -8.681, "lumo_ha": -0.023, "de_lowest_kcal_mol": 137.0, "total_charge": 0, "species": ["N", "C", "C", "O", "C", "C", "H", "H", "H", "H", "H"], "xyz": [[-0.90424, 1.26090, 0.31358], [-0.22942, 0.03321, 0.30622], [-1.01356, -0.68713, 1.34652], [1.27975, -0.02131, 0.75538], [1.50678, -0.50899, -0.51628], [0.27224, -0.47708, -1.03795], [-0.98756, 1.70388, 1.22274], [-0.75775, 1.88278, -0.47637], [-1.46268, -1.58671, 0.86482], [2.50717, -0.82526, -0.81572], [-0.21073, -0.77430, -1.96294]], "nbo_charge": [-0.786, 0.187, 0.028, -0.528, 0.166, -0.407, 0.407, 0.397, 0.104, 0.201, 0.229]}